A 11-piece molecular cluster, C84H173F12N6O9 overall at a distorted geometry, computed with the ωB97M-V functional and the def2-TZVPD basis.

XYZ file:
```
284
Properties=species:S:1:pos:R:3
F -1.6801 3.9673 7.1720
F -1.9398 5.6091 8.4780
F -2.3874 5.7627 6.3508
F -3.8682 -2.2534 2.0209
F -5.1732 -1.9731 6.2572
F -4.3970 -0.7889 4.6471
F -4.8491 -0.4980 -6.0199
F -4.6013 -3.5806 3.6007
F -4.6724 -1.6791 -7.7731
F -4.8428 -0.0430 6.6603
F -5.8982 -3.0402 1.8973
F -2.9392 -1.4819 -6.4394
O -2.9087 -5.0061 1.6126
O -4.0930 -2.9644 -4.3674
O -2.5977 -2.2690 7.5208
O -4.9669 -5.6301 0.9289
O 2.3101 0.0157 0.1145
O 0.3094 7.0134 7.2034
O -2.0854 -0.2302 6.5725
O 0.4253 5.2977 5.6386
O -5.9603 -3.5981 -5.5020
N 0.7791 5.6012 -2.3844
N -4.2584 2.2923 2.5560
N -6.3804 -6.4338 -3.0962
N 2.5995 -0.2448 -3.8362
N 4.4682 -2.0842 3.0400
N 6.5102 2.2782 0.4438
C 0.8542 -2.1752 -4.3331
C 0.1924 -1.1443 0.4370
C -7.7981 -4.6520 -1.8355
C 2.8114 -2.0051 4.8735
C -1.3050 -6.7730 -2.3720
C -1.7444 -4.3586 1.1783
C -3.2217 1.4972 0.2428
C 4.4096 -4.1493 -0.3055
C -7.6941 -3.3490 -1.0505
C -7.8038 0.3817 2.2418
C -1.0055 -3.8908 -4.8622
C 6.3716 0.3170 -1.0326
C -4.6960 -2.9391 -5.6775
C 8.0426 2.3215 0.7579
C -3.7738 -6.4382 -2.6029
C 5.8971 -2.4595 3.5360
C 5.7065 2.5763 2.9196
C 6.0408 0.7928 0.4126
C -2.7210 1.9270 -1.1986
C -0.0993 7.8264 -6.8151
C 2.2470 5.2639 -2.4248
C -4.4051 3.0772 4.7610
C 0.0173 5.9373 -3.7029
C 0.5393 6.7619 -1.3756
C 3.8811 -1.1749 -3.5486
C 2.7588 1.1473 -3.2219
C 2.5647 4.3209 -1.2229
C 6.2469 2.7069 -1.0301
C 8.6645 3.7703 0.9358
C -5.2889 1.0893 2.5360
C 4.4301 -2.3710 1.5104
C -4.2083 -4.5155 1.2902
C -4.8274 3.4375 3.3093
C -0.7774 -0.2090 5.8852
C 2.8657 -0.6349 4.4051
C 1.2592 3.8178 -0.7386
C 6.1216 -2.2366 5.0785
C 3.4043 2.0784 -4.2697
C -0.9560 7.1847 -1.0820
C 7.4652 -2.7791 5.5809
C -4.9441 -6.7058 -3.6558
C -4.2698 -1.0403 5.9718
C -3.0122 1.9307 3.3344
C -6.6941 -7.6341 -2.1779
C -4.2768 -1.6230 -6.4989
C 0.4913 7.2781 -4.4247
C -2.2621 0.6935 -1.9693
C -4.1082 -2.3822 -2.0718
C -2.8002 -1.4341 6.3988
C 1.0105 0.1013 0.6182
C 4.8826 -3.8287 1.0857
C 2.6149 0.1311 -5.3396
C 1.2485 -0.9462 -3.4381
C -2.5412 -6.9995 -3.2791
C 4.4944 2.7765 3.8447
C -0.5112 -2.7024 -4.0504
C -0.6410 7.6381 -5.4211
C 2.8632 -4.1671 -0.4281
C -0.5227 -5.0170 1.7824
C 0.6860 5.4368 3.2336
C -1.2412 8.4139 -0.0993
C 4.3372 4.2844 4.3615
C 6.7183 1.5013 -1.8548
C -0.0537 5.9668 4.4629
C -7.4268 -6.5712 -4.2208
C -8.1034 -8.1530 -2.6082
C -3.8727 2.6422 1.0384
C 5.6270 3.1676 1.4833
C 4.3001 -2.1965 -4.6584
C 0.2121 4.3032 -1.7445
C 5.3836 -3.2433 -4.2194
C -2.9555 2.7561 4.6080
C -4.6391 -3.3623 2.2455
C -6.4172 -5.0858 -2.3063
C -0.0402 1.0287 6.4213
C -4.4926 -1.9038 -3.4643
C 3.3338 -2.8932 3.7487
C -1.5063 5.2735 7.2453
C 10.2010 3.6375 1.1555
C -6.5954 1.2689 1.6886
C -8.0433 -7.9691 -4.0754
C 4.1207 -0.6413 3.4204
C 3.7585 1.1510 -5.4284
C -0.0584 5.6804 6.9232
H -1.9247 2.6706 -1.2298
H -2.3481 -2.0311 5.6068
H 4.9891 -0.1761 3.8869
H -6.4604 1.0380 0.6320
H -8.5615 -4.5735 -2.6095
H 3.6188 1.7917 -6.2990
H -5.9697 -8.4340 -2.3313
H -0.8427 -0.1089 4.8018
H -0.6184 1.9433 6.2895
H 3.2820 -2.0351 5.8563
H -8.1687 -5.7747 -4.1614
H -0.6525 -2.9265 -2.9931
H 4.1580 4.8864 3.4706
H 1.2199 2.7300 -0.7960
H -5.6847 1.0483 3.5508
H 2.8128 -0.7058 -6.0093
H 6.1553 -2.6455 -3.7344
H 6.0136 -1.2250 5.4697
H 1.6851 0.6927 -5.4298
H -8.9825 -7.6028 -2.2726
H 8.1256 1.8111 1.7174
H 4.6457 3.2146 1.0113
H 5.9651 4.2038 1.4957
H -4.0120 -3.8647 0.4381
H 7.3034 -0.2455 -0.9741
H 0.8485 -1.8243 -5.3651
H 0.9517 1.2386 6.0212
H 3.7400 -3.8238 4.1451
H 0.3083 -4.4094 1.4244
H 6.6445 2.9759 3.3047
H -5.0511 2.3278 5.2183
H -1.0860 8.5852 -5.1158
H 5.1766 2.8578 -1.1706
H 3.4443 4.2696 4.9865
H 3.9846 -0.1214 2.4721
H -3.8886 -1.5281 -1.4311
H 1.4805 -1.1790 -2.3988
H 4.7659 -5.1711 -0.4356
H 0.6019 8.6576 -6.7402
H 3.4437 -2.7125 -5.0926
H -0.0171 0.9746 7.5097
H 7.7721 1.5381 -2.1312
H -2.1073 2.1255 2.7587
H 2.8734 0.1051 5.2054
H 10.7294 2.9818 0.4635
H -8.2287 -9.2189 -2.4177
H 6.6219 -1.7965 3.0634
H 3.5625 2.5078 3.3472
H -2.2813 -6.6837 -4.2894
H 1.7977 1.5070 -2.8542
H -0.4556 -7.2200 -2.8884
H -6.5828 -7.3520 -1.1309
H -8.7234 0.5541 1.6826
H -5.9453 -4.3661 -2.9752
H -2.3185 8.4560 0.0615
H -1.4486 7.5069 -1.9994
H 4.9761 0.8075 0.6457
H -3.1435 -2.8892 -2.0924
H 4.5240 -4.5241 1.8446
H 5.0797 -3.8745 -3.3843
H -8.6788 -2.9252 -0.8535
H -0.2708 -4.6960 -4.8680
H -1.5413 6.4014 -0.6003
H 2.4914 -4.5327 -1.3853
H 1.4735 7.1247 -4.8718
H -3.0547 0.8653 3.5608
H -6.8768 2.3141 1.5600
H 5.2030 4.5209 4.9801
H 3.5688 -1.8167 -2.7248
H 4.7534 0.7067 -5.3964
H 0.4036 0.9040 0.1995
H -4.4503 3.8511 5.5272
H -2.0063 -4.2158 -4.5779
H 4.1783 2.7512 -3.9005
H -1.2506 -1.9231 -4.2349
H 8.3140 4.1865 1.8802
H -5.7216 -5.2840 -1.4909
H -2.2815 3.5779 4.3663
H 2.0192 -0.3556 3.7778
H 0.6574 -1.9625 0.9869
H -0.0845 -1.0059 6.1555
H -4.8255 2.8863 0.5686
H -0.8708 9.3980 -0.3864
H -2.6149 2.1295 5.4323
H 2.5999 2.7314 -4.6083
H 0.6522 8.1505 -3.7914
H -7.1178 -3.4544 -0.1314
H 6.1640 -3.4941 3.3205
H 5.1712 -1.6819 1.1056
H 8.6624 1.8321 0.0067
H -6.9752 -6.3921 -5.1965
H -2.4455 -0.1920 -1.3607
H 10.8119 4.5370 1.2313
H -8.2026 -5.4016 -1.1554
H 2.8688 6.1524 -2.3151
H -5.8855 3.5021 3.0556
H 5.5865 -0.2817 -1.4945
H 5.8261 -3.8210 -5.0309
H -1.1953 0.7470 -2.1863
H -7.5754 -0.6633 2.0319
H 0.9546 4.3815 3.2813
H 2.4854 -3.1546 -0.2860
H -5.5481 -1.6446 -3.5462
H 8.3310 4.4624 0.1626
H 3.2247 3.4809 -1.4396
H 8.3449 -2.3938 5.0655
H -4.9164 -2.8963 -1.5516
H 3.4103 -2.0463 1.3036
H -3.6574 -5.4055 -2.2742
H 3.3934 1.1157 -2.3362
H -1.0517 5.9442 -3.4903
H 7.4919 -3.8617 5.4571
H -3.5136 2.3797 -1.7944
H -1.2414 -7.1432 -1.3487
H -7.3376 -2.5572 -1.7093
H -1.6427 -4.5884 0.1177
H 2.5022 -4.8363 0.3529
H 0.2901 5.1866 -4.4446
H 1.6356 -2.9345 -4.3027
H -4.6452 0.2171 2.4217
H -4.9442 -7.6929 -4.1180
H -4.0997 -3.6619 -6.2342
H 10.2949 3.0865 2.0913
H 0.5500 5.0753 7.5953
H 5.8285 1.4951 2.9844
H 4.6625 -0.4875 -3.2244
H -0.7746 -0.9211 0.8876
H 1.0789 0.3579 1.6754
H 4.5173 2.0810 4.6837
H 6.7716 3.6222 -1.3041
H 2.5140 -3.1327 3.0715
H 0.1663 -1.4268 -0.6155
H 1.0526 6.6277 -0.4234
H 4.9295 -3.5637 -1.0637
H -0.4615 -6.0883 1.5908
H 6.2284 1.5259 -2.8282
H 1.5906 6.0052 3.0173
H 5.9690 -3.8989 1.0311
H 0.0617 5.4866 2.3415
H 1.7653 -2.2788 5.0104
H 4.7097 -1.7506 -5.5648
H 5.4226 -2.8066 5.6905
H 1.0667 4.0783 0.3021
H -1.1120 5.8297 4.2407
H 0.0648 7.0430 4.5888
H -1.4614 6.9275 -5.5217
H -0.9175 8.2053 0.9204
H 1.1205 7.5287 -1.8877
H -3.0937 3.4033 1.0829
H -3.9098 -6.9679 -1.6600
H -8.9942 -8.0751 -4.5977
H 3.0629 4.8864 -0.4355
H 6.5625 0.1188 1.0920
H -1.7217 -3.2788 1.3257
H -1.1540 -3.6303 -5.9102
H -2.3431 1.0561 0.7135
H -1.0400 -5.7182 -2.2993
H -8.0886 0.6729 3.2528
H 0.1089 3.6922 -2.6412
H 0.4448 -0.2104 -3.4657
H -7.4395 -8.7515 -4.5351
H -0.7095 -4.9927 2.8560
H -0.7743 4.5300 -1.3399
H -4.8262 -6.1417 -4.5810
H -3.9827 0.7346 0.0772
H -2.8164 0.6300 -2.9056
H -4.3790 4.3581 2.9357
H -3.9310 -1.0182 -3.7615
H -0.8654 8.1355 -7.5262
H 2.3616 4.6113 -3.2903
H 0.5044 7.0078 -7.2069
H 7.6286 -2.6512 6.6510
H -2.6085 -8.0855 -3.3434
```

Calculated values
Total charge = +1
HOMO = -0.2163 Ha
Frontier orbital gap = 2.468 eV
2S+1 = 1